Entry 1:
A molecular structure, C40H43CsN8O3S2Si in a non-equilibrium geometry. Source: the Open Molecules 2025 dataset; level of theory: ωB97M-V/def2-TZVPD.

The LUMO energy is 0.1421 hartree. The strongest force on any atom comes out at 3.4 eV Å⁻¹. For the energy above the lowest of the compared OMol25 structures with the same formula, charge and spin, the calculation gives 0.000 eV. The charge is -2. The HOMO energy is -1.9 eV. Its spin multiplicity is 1.

```
98
C40H43CsN8O3S2Si, DFT ωB97M-V/def2-TZVPD
Cs 0.2437 0.8294 -1.3252
N -0.6201 -2.7396 2.9124
C -0.3670 -2.1443 1.7196
N 0.6047 -2.4533 0.9312
C 1.5121 -3.4124 1.3235
N 2.5411 -3.7164 0.6337
N 2.9228 -2.8793 -0.3825
C 2.7754 -3.0853 -1.6058
C 3.3392 -2.0515 -2.5408
C 3.4050 -2.3183 -3.8942
C 3.8429 -1.3110 -4.7447
C 4.1710 -0.0805 -4.2118
C 4.0885 0.0753 -2.8376
N 3.7032 -0.8878 -2.0035
C 1.2819 -4.1405 2.6044
C 2.1177 -5.1619 3.0482
C 1.8828 -5.7853 4.2593
C 0.7988 -5.3758 5.0421
C -0.0321 -4.3600 4.6201
C 0.2083 -3.7397 3.3885
H -1.3663 -2.3494 3.4688
H -1.0821 -1.3660 1.4498
H 2.2317 -3.9361 -2.0422
H 3.0901 -3.2816 -4.2573
H 3.8877 -1.4653 -5.8198
H 4.4526 0.7441 -4.8467
H 4.3283 1.0307 -2.3812
H 2.9621 -5.4263 2.4248
H 2.5288 -6.5894 4.6036
H 0.6020 -5.8492 5.9952
H -0.8619 -4.0326 5.2267
O 0.7485 0.2803 -3.6947
C 1.1211 0.7932 -4.7772
C 1.0767 0.0051 -5.9608
C 1.5646 0.4554 -7.1643
C 2.1090 1.7376 -7.2820
C 2.1224 2.5446 -6.1558
C 1.6306 2.1231 -4.9208
C 1.6814 3.1087 -3.8403
N 1.0853 2.9729 -2.7364
N 1.0740 4.0730 -1.9031
C 0.9185 3.8470 -0.6218
O 0.9746 2.8037 0.0679
C 0.6501 5.1248 0.1349
C 0.7022 6.3588 -0.5028
C 0.4504 7.5233 0.1960
C 0.1493 7.4645 1.5530
C 0.0742 6.2403 2.1925
C 0.3167 5.0685 1.4766
H 0.6819 -0.9991 -5.8451
H 1.5223 -0.1890 -8.0404
H 2.4947 2.0888 -8.2370
H 2.5246 3.5501 -6.2232
H 2.1947 4.0606 -4.0459
H 0.9473 6.3721 -1.5507
H 0.5090 8.4830 -0.3101
H -0.0450 8.3770 2.0979
H -0.1788 6.1752 3.2394
H 0.2425 4.1036 1.9495
C -7.7220 -2.3668 1.3017
Si -6.0660 -1.4558 1.6371
C -5.3468 -2.3479 3.1561
C -6.5650 0.3208 2.0823
C -5.0977 -1.5315 0.0318
C -5.5284 -2.0376 -1.1818
C -4.7141 -1.9543 -2.3117
C -3.4803 -1.3456 -2.1656
N -3.0183 -0.8428 -1.0246
C -3.8094 -0.9415 0.0611
S -3.2528 -0.3140 1.5549
H -8.3334 -2.3319 2.2005
H -7.5791 -3.4182 1.0550
H -8.2794 -1.9018 0.4891
H -6.1230 -2.4490 3.9180
H -4.5037 -1.7924 3.5389
H -5.0230 -3.3513 2.9068
H -7.3072 0.3305 2.8849
H -7.0058 0.8220 1.2136
H -5.6927 0.8836 2.3762
H -6.5066 -2.5006 -1.2523
H -5.0272 -2.3420 -3.2733
H -2.8096 -1.2498 -3.0179
C 2.6348 1.8500 4.5505
C 1.6218 2.3161 3.5142
S 1.1788 0.9838 2.3195
O 1.1331 -0.2528 3.1865
C 2.8106 0.9498 1.4586
C 3.2685 -0.4758 1.3088
H 2.6693 2.5479 5.3881
H 3.6429 1.7760 4.1478
H 2.3547 0.8703 4.9307
H 1.9645 3.1699 2.9370
H 0.6851 2.6029 3.9857
H 3.5073 1.5772 2.0023
H 2.6445 1.4465 0.5052
H 3.4009 -0.9710 2.2721
H 4.1895 -0.5167 0.7260
H 2.5492 -1.0443 0.7325
```

Atomic partial charges in e from the Löwdin method, atoms 1 to 6:
1. Cs 1.274
2. N 0.126
3. C -0.185
4. N 0.143
5. C -0.320
6. N 0.080

***

Entry 2:
4 unconnected molecules or ions with the total composition C2H11NO2 in a non-equilibrium geometry. Source: the Open Molecules 2025 dataset; level of theory: ωB97M-V/def2-TZVPD.

The LUMO energy (alpha / beta) is -0.2692 / -0.3133 hartree. The strongest force on any atom comes out at 5.9 eV Å⁻¹. For the energy above the lowest of the compared OMol25 structures with the same formula, charge and spin, the calculation gives 6.422 eV. The charge is +1. The HOMO energy (alpha / beta) is -15.3 / -15.0 eV. Its spin multiplicity is 2.

```
16
C2H11NO2, DFT ωB97M-V/def2-TZVPD
C -0.9671 1.0500 1.0678
C -0.8947 -0.4513 0.6377
N -1.5857 -0.5484 -0.6837
H -0.1822 1.4868 0.4717
H -0.6136 1.2732 2.1269
H -1.8284 1.6813 0.8526
H -1.2477 -1.2932 1.4600
H 0.2918 -0.5833 0.5952
H -0.8403 -0.3134 -1.3618
H -1.9681 -1.5111 -0.8540
H 1.5813 -0.1410 -0.8061
H 1.4267 1.1244 -2.0580
O 0.7734 0.7906 -1.4154
H 2.9844 -1.2653 -0.8169
H 1.0084 -0.2127 1.3185
O 2.0618 -1.0867 -0.5344
```

Atomic partial charges in e from the Löwdin method, atoms 1 to 6:
1. C -0.094
2. C -0.254
3. N 0.111
4. H 0.036
5. H 0.120
6. H 0.093

***

Entry 3:
C2ClF2N in the gas phase in a non-equilibrium geometry. Source: the Open Molecules 2025 dataset; level of theory: ωB97M-V/def2-TZVPD.

As for the SMILES: N#CC(F)(F)Cl. The LUMO energy is 0.0184 hartree. The strongest force on any atom comes out at 3.2 eV Å⁻¹. For the energy above the lowest of the compared OMol25 structures with the same formula, charge and spin, the calculation gives 0.261 eV. The HOMO energy is -12.7 eV. Its spin multiplicity is 1.

```
6
C2ClF2N, DFT ωB97M-V/def2-TZVPD
C 0.1912 -0.1317 -0.1797
C 0.7603 1.0445 0.5913
N 1.2001 1.9392 1.1330
F 0.8533 -1.1567 0.3761
F 0.4991 -0.0366 -1.4062
Cl -1.5459 -0.4889 -0.0665
```

The Löwdin scheme yields these atomic charges, measured in e:
1. C -0.991
2. C -0.130
3. N 0.191
4. F 0.055
5. F 0.131
6. Cl 0.744